(1)
{"formula": "C39H36F6N2OP", "method": "the ωB97M-V functional and the def2-TZVPD basis", "e_lumo_ev": -3.4, "charge": 1, "fmax_ev_per_a": 1.24, "molar_mass_g_mol": 693.692, "spin_multiplicity": 1, "species": ["O", "P", "C", "C", "N", "C", "N", "H", "H", "H", "H", "H", "H", "F", "C", "C", "C", "C", "C", "C", "H", "H", "H", "H", "H", "F", "C", "C", "C", "C", "C", "C", "H", "H", "H", "H", "H", "F", "C", "C", "C", "C", "C", "C", "H", "H", "H", "H", "H", "F", "C", "C", "C", "C", "C", "C", "H", "H", "H", "H", "H", "F", "C", "C", "C", "C", "C", "C", "H", "H", "H", "H", "H", "F", "C", "C", "C", "C", "C", "C", "H", "H", "H", "H", "H"], "xyz": [[3.502964, -0.596438, 3.689343], [3.036402, 0.077812, 2.468608], [1.240819, 0.373355, 2.619162], [0.290143, -0.563375, 2.861853], [-0.899717, 0.127856, 2.964994], [-0.693716, 1.417616, 2.792156], [0.605192, 1.595940, 2.569220], [3.225463, -0.711963, 1.323775], [3.588940, 1.354437, 2.245410], [0.385085, -1.620560, 2.980096], [-1.799725, -0.287853, 3.166963], [-1.431718, 2.192589, 2.834584], [1.048666, 2.487032, 2.419651], [-4.525633, -0.596464, 1.768477], [-4.049737, -1.181302, 0.639271], [-4.884811, -1.953708, -0.137252], [-4.364980, -2.540235, -1.281998], [-3.031629, -2.354328, -1.629224], [-2.210428, -1.574704, -0.830553], [-2.726659, -0.978617, 0.313034], [-5.917404, -2.095092, 0.148482], [-5.004541, -3.147158, -1.907615], [-2.637399, -2.818676, -2.518893], [-1.171878, -1.431977, -1.098739], [-2.119895, -0.355542, 0.950711], [-0.617063, -2.422300, -3.691408], [-0.571604, -1.797134, -4.893586], [-1.599502, -2.007206, -5.788555], [-1.552167, -1.363997, -7.016539], [-0.485350, -0.532968, -7.330692], [0.537681, -0.340664, -6.413062], [0.497591, -0.974375, -5.179270], [-2.417916, -2.663292, -5.524352], [-2.351412, -1.513721, -7.729362], [-0.451245, -0.036951, -8.290870], [1.372114, 0.301940, -6.658206], [1.283860, -0.837394, -4.448633], [-7.804595, -3.348627, -0.478799], [-8.441403, -3.941182, 0.560276], [-7.982668, -5.160452, 1.013053], [-8.635617, -5.761574, 2.079206], [-9.729835, -5.142511, 2.667400], [-10.172567, -3.916361, 2.191011], [-9.523966, -3.303642, 1.128837], [-7.132519, -5.628332, 0.534394], [-8.289259, -6.716591, 2.449447], [-10.238203, -5.616870, 3.495488], [-11.027725, -3.434969, 2.644846], [-9.850130, -2.346851, 0.743470], [-4.019027, -4.133658, -4.332891], [-4.869725, -4.466434, -5.335229], [-4.391334, -5.214973, -6.389977], [-5.264211, -5.552299, -7.414131], [-6.587418, -5.135520, -7.370371], [-7.042540, -4.380461, -6.298371], [-6.179859, -4.041380, -5.266421], [-3.355007, -5.526060, -6.404843], [-4.909220, -6.143513, -8.246826], [-7.263559, -5.399880, -8.171631], [-8.072286, -4.052688, -6.264132], [-6.515384, -3.457572, -4.419243], [6.919693, 5.534136, 5.707577], [6.946984, 4.493920, 4.853885], [6.100083, 3.426865, 5.075987], [6.129920, 2.358040, 4.191429], [7.002533, 2.367003, 3.110971], [7.846931, 3.451091, 2.910932], [7.820166, 4.527141, 3.784997], [5.435718, 3.436613, 5.929790], [5.473045, 1.511096, 4.353272], [7.029835, 1.526929, 2.429005], [8.532279, 3.458668, 2.074657], [8.466752, 5.383905, 3.644867], [13.034149, 9.380817, 3.184243], [11.952595, 8.844074, 3.777691], [10.727974, 9.461653, 3.619585], [9.615365, 8.902744, 4.230737], [9.741375, 7.747417, 4.990518], [10.984081, 7.145888, 5.137298], [12.102134, 7.693111, 4.525133], [10.654571, 10.364490, 3.028483], [8.647744, 9.371548, 4.113501], [8.871198, 7.317354, 5.468899], [11.085123, 6.248164, 5.732366], [13.079015, 7.239151, 4.622629]], "forces_ev_per_a": [[0.1, 0.0, 0.1], [0.4, -0.6, 1.0], [0.6, -0.1, -0.7], [-0.1, 0.7, 0.0], [0.0, -0.6, 0.3], [0.3, 0.4, 0.0], [-0.4, -0.3, 0.1], [-0.2, 0.4, -0.3], [-0.3, 0.0, -0.4], [-0.1, -0.3, 0.1], [-0.1, 0.0, -0.1], [-0.2, 0.1, 0.0], [0.0, 0.2, 0.0], [0.0, 0.0, 0.0], [0.1, -0.1, -0.1], [-0.2, 0.0, 0.1], [0.1, 0.1, 0.0], [-0.1, -0.1, 0.0], [-0.1, 0.0, 0.0], [0.1, 0.0, 0.0], [0.0, 0.0, 0.0], [0.0, 0.0, 0.0], [0.0, 0.0, 0.0], [0.0, 0.0, 0.0], [0.0, 0.1, -0.1], [0.1, 0.0, 0.0], [0.0, 0.1, -0.2], [-0.1, -0.1, 0.0], [0.1, 0.1, 0.0], [0.0, 0.0, 0.0], [-0.1, 0.0, 0.0], [0.1, 0.0, 0.1], [0.0, 0.0, 0.0], [0.0, 0.0, 0.0], [0.0, 0.0, 0.0], [0.0, 0.0, 0.0], [0.0, 0.0, 0.0], [0.0, 0.0, 0.0], [-0.1, -0.1, 0.1], [0.2, -0.1, -0.1], [-0.1, 0.1, 0.0], [0.0, 0.0, 0.0], [0.1, -0.1, 0.0], [0.0, 0.2, -0.1], [0.0, 0.0, 0.0], [0.0, 0.0, 0.0], [0.0, 0.0, 0.0], [0.0, 0.0, 0.0], [0.0, 0.0, 0.0], [0.0, 0.0, 0.1], [-0.1, 0.0, -0.2], [0.2, 0.0, 0.0], [-0.1, 0.1, 0.0], [0.0, 0.0, 0.0], [0.1, 0.0, -0.1], [0.0, 0.1, 0.2], [0.0, 0.0, 0.0], [0.0, 0.0, 0.0], [0.0, 0.0, 0.0], [0.0, 0.0, 0.0], [0.0, 0.0, 0.0], [0.0, 0.0, 0.0], [0.0, -0.1, -0.1], [-0.1, 0.0, 0.1], [0.0, 0.0, -0.1], [0.0, 0.0, 0.0], [-0.1, -0.1, 0.0], [0.1, 0.2, 0.0], [0.0, 0.0, 0.0], [0.0, 0.0, 0.1], [0.0, 0.0, 0.0], [0.0, 0.0, 0.0], [0.0, 0.0, 0.0], [0.0, 0.0, 0.0], [-0.1, -0.1, 0.1], [0.0, 0.1, -0.1], [0.1, -0.1, 0.0], [-0.1, 0.0, 0.0], [-0.1, 0.1, -0.1], [0.1, -0.1, 0.0], [0.0, 0.0, 0.0], [0.0, 0.0, 0.0], [0.0, 0.0, 0.0], [0.0, 0.0, 0.0], [0.0, 0.0, 0.0]], "mulliken_charge": [-0.566, 0.434, 0.191, -0.466, 0.023, -0.201, 0.015, 0.118, 0.083, 0.424, 0.288, 0.432, 0.226, -0.327, 0.382, -0.433, -0.566, -0.758, -0.531, -0.111, 0.571, 0.479, 0.568, 0.414, 0.303, -0.299, 0.372, -0.084, -0.421, -0.586, -0.391, -0.485, 0.353, 0.393, 0.382, 0.361, 0.410, -0.291, 0.505, -0.367, -0.363, -0.571, -0.330, -0.521, 0.428, 0.359, 0.378, 0.361, 0.415, -0.213, 0.454, -0.421, -0.444, -0.559, -0.393, -0.438, 0.447, 0.370, 0.380, 0.365, 0.459, -0.300, 0.515, -0.693, -0.365, -0.653, -0.391, -0.314, 0.441, 0.569, 0.409, 0.382, 0.400, -0.316, 0.344, -0.403, -0.382, -0.607, -0.401, -0.396, 0.410, 0.372, 0.569, 0.387, 0.415]}

=====

(2)
{"formula": "C39H32IrN3O5PSSe", "method": "the ωB97M-V functional and the def2-TZVPD basis", "e_lumo_ev": [-0.7, -3.4], "e_above_lowest_kj_mol": 54.9, "fmax_ev_per_a": 1.78, "molar_mass_g_mol": 956.919, "spin_multiplicity": 6, "species": ["Ir", "O", "C", "C", "C", "C", "C", "C", "C", "N", "C", "C", "N", "C", "C", "C", "C", "C", "C", "C", "O", "H", "H", "H", "H", "H", "H", "H", "H", "H", "H", "H", "H", "H", "H", "O", "S", "O", "O", "C", "C", "C", "C", "C", "C", "P", "C", "C", "C", "C", "C", "C", "C", "C", "C", "C", "C", "C", "H", "H", "H", "H", "H", "H", "H", "H", "H", "H", "H", "H", "H", "H", "Se", "C", "C", "C", "N", "C", "C", "H", "H", "H", "H"], "xyz": [[-0.397254, 0.990708, -1.283681], [0.171906, -1.127899, -1.713068], [0.383445, -1.716056, -2.822236], [1.427820, -2.682411, -2.946261], [1.557910, -3.471198, -4.053920], [0.658510, -3.357964, -5.121955], [-0.298594, -2.377655, -5.085649], [-0.434357, -1.511326, -3.987491], [-1.315143, -0.402295, -4.114691], [-1.543647, 0.520683, -3.251423], [-2.419050, 1.602659, -3.609193], [-1.711878, 2.941478, -3.371672], [-1.266555, 3.018135, -2.008221], [-1.564965, 4.053190, -1.311788], [-1.135515, 4.383206, 0.004356], [-1.602117, 5.579738, 0.572338], [-1.141930, 6.033084, 1.782177], [-0.137070, 5.321514, 2.452291], [0.345946, 4.154028, 1.938075], [-0.175503, 3.592728, 0.728239], [0.218208, 2.451191, 0.366640], [2.150940, -2.739397, -2.146316], [2.362125, -4.190513, -4.108121], [0.746826, -4.009503, -5.976997], [-0.963068, -2.245362, -5.929033], [-1.816069, -0.328700, -5.089756], [-3.304786, 1.571439, -2.961134], [-2.741498, 1.532044, -4.657760], [-2.402563, 3.761587, -3.620254], [-0.834855, 3.010039, -4.024618], [-2.195827, 4.818436, -1.783563], [-2.342966, 6.154110, 0.032296], [-1.532653, 6.946141, 2.203775], [0.249496, 5.706277, 3.385863], [1.123202, 3.594340, 2.432921], [2.549233, -0.224646, -3.058443], [2.893128, 0.704453, -2.001953], [4.037409, 1.543416, -2.271749], [1.748448, 1.521577, -1.550368], [3.404963, -0.304311, -0.585110], [4.748581, -0.635088, -0.630782], [5.325751, -1.381514, 0.381027], [4.534560, -1.823215, 1.431681], [3.186498, -1.521567, 1.460406], [2.601990, -0.736369, 0.454205], [0.831837, -0.317351, 0.664793], [0.820723, 0.550746, 2.281417], [-0.429581, 0.923944, 2.773295], [-0.563407, 1.516602, 4.013443], [0.565210, 1.778414, 4.775192], [1.815407, 1.459965, 4.273109], [1.948494, 0.854729, 3.032707], [0.227970, -1.972691, 1.194606], [0.576883, -3.079321, 0.424009], [0.152957, -4.348507, 0.764596], [-0.609922, -4.541298, 1.904677], [-0.945939, -3.451966, 2.690570], [-0.544755, -2.176469, 2.333592], [5.324268, -0.266200, -1.463975], [6.380427, -1.612240, 0.360771], [4.968487, -2.408751, 2.230214], [2.575456, -1.899775, 2.270214], [-1.305705, 0.760098, 2.160784], [-1.547579, 1.773095, 4.379569], [0.470446, 2.236560, 5.749074], [2.696478, 1.680502, 4.857744], [2.933676, 0.619630, 2.659325], [1.189961, -2.936686, -0.448300], [0.421919, -5.184658, 0.134811], [-0.944754, -5.528620, 2.184190], [-1.537699, -3.592341, 3.581599], [-0.832332, -1.342944, 2.955205], [-2.840345, 1.056874, -0.041244], [-3.190940, -0.662025, 0.719052], [-3.713699, -0.768215, 2.006801], [-3.972489, -2.031887, 2.502739], [-3.782055, -3.144059, 1.811957], [-3.298660, -3.037328, 0.584983], [-2.972623, -1.829025, -0.007162], [-3.918194, 0.117427, 2.590341], [-4.360067, -2.163136, 3.504401], [-3.169682, -3.970111, 0.050269], [-2.569203, -1.782196, -1.008450]], "forces_ev_per_a": [[-1.1, -1.3, 0.1], [0.0, 0.8, 0.6], [-0.3, -0.9, -1.5], [-0.2, 0.0, 0.2], [-0.2, 0.1, 0.2], [-0.3, 0.1, -0.3], [0.3, -0.2, -0.2], [0.4, 0.0, 0.7], [0.0, -0.4, -0.2], [0.7, 0.3, 0.5], [-0.3, 0.4, 0.0], [-0.5, -0.1, -0.7], [0.4, 0.2, 0.9], [-0.5, -0.2, -1.4], [-0.1, 0.5, 0.7], [-0.1, -0.6, -0.8], [0.1, 0.1, 0.2], [0.2, -0.1, 0.2], [0.2, 0.0, 0.4], [0.2, -0.3, 0.0], [-0.2, 1.1, 0.1], [0.0, 0.0, 0.0], [0.1, 0.0, 0.0], [0.0, 0.0, -0.1], [-0.1, 0.0, -0.1], [-0.1, 0.0, 0.1], [0.1, 0.0, -0.1], [0.0, 0.1, 0.1], [0.2, -0.1, 0.1], [0.0, 0.0, 0.1], [0.1, -0.1, 0.0], [0.0, 0.0, -0.1], [0.0, 0.1, 0.0], [0.1, 0.0, 0.0], [0.1, -0.1, 0.1], [0.1, 0.4, 0.3], [1.1, -0.4, -0.7], [-0.2, 0.0, 0.2], [-0.4, 0.5, 0.2], [-0.2, 0.5, -0.6], [0.4, -0.2, 0.1], [-0.2, 0.1, -0.1], [-0.1, -0.1, 0.1], [0.0, 0.0, -0.2], [-0.2, 0.0, 0.2], [-0.1, -0.3, 0.6], [0.0, 0.0, -0.1], [0.0, 0.0, -0.1], [0.0, 0.0, 0.0], [0.0, 0.0, 0.1], [0.1, 0.1, 0.2], [0.0, 0.0, -0.1], [-0.2, 0.0, -0.1], [0.0, 0.1, -0.1], [0.0, -0.1, 0.0], [0.0, 0.0, 0.1], [0.1, -0.1, 0.0], [0.1, 0.1, 0.0], [0.2, 0.0, 0.0], [0.1, 0.0, -0.1], [0.0, 0.0, 0.0], [0.0, 0.0, 0.0], [-0.1, 0.0, 0.0], [-0.1, 0.0, 0.0], [0.0, 0.0, 0.1], [0.1, 0.0, 0.0], [0.1, 0.0, 0.0], [0.0, -0.1, 0.0], [0.0, -0.1, 0.0], [0.0, -0.1, 0.0], [-0.1, 0.0, 0.1], [0.0, -0.1, 0.1], [0.5, 0.0, -0.2], [0.1, 0.2, -0.1], [0.1, 0.1, -0.3], [-0.1, 0.1, 0.1], [-0.2, -0.4, 0.2], [0.0, 0.0, -0.3], [-0.1, 0.1, 0.1], [0.0, 0.0, 0.1], [-0.1, 0.1, 0.1], [0.1, 0.0, -0.1], [0.1, 0.0, -0.1]], "mulliken_charge": [3.316, -0.674, 0.080, -0.191, -0.835, -0.936, -0.774, 0.416, -0.538, 0.362, -0.905, -0.832, -0.020, -0.207, 0.722, -0.845, -0.750, -0.539, -0.863, 0.204, 0.055, 0.327, 0.456, 0.392, 0.406, 0.167, 0.167, 0.523, 0.492, 0.305, 0.195, 0.412, 0.421, 0.451, 0.564, -0.715, 1.283, -0.784, -0.736, -0.435, -0.667, -0.912, -0.763, -0.876, 0.623, 2.367, 1.123, -0.104, -0.764, -0.894, -0.728, -1.357, 0.839, -0.372, -0.825, -0.797, -0.642, -0.009, 0.542, 0.413, 0.441, 0.598, -0.226, 0.491, 0.389, 0.409, 0.373, -0.171, 0.485, 0.356, 0.384, 0.382, -0.009, 0.431, -0.450, -0.523, -0.624, -0.513, -0.140, 0.454, 0.346, 0.438, 0.348]}